Density functional theory data (ωB97M-V/def2-TZVPD) for a cluster of 6 separate species, C34H73N3O12P in total.

Geometry as XYZ:
```
123
Properties=species:S:1:pos:R:3:forces:R:3
C 5.8253 -0.1684 0.2523 1.0 -0.7 2.2
H -3.9937 4.6259 -0.0690 0.1 0.8 0.7
H -2.1893 1.0838 -8.0258 0.0 0.0 0.1
H -2.0454 0.9362 -4.4571 0.0 0.1 -0.2
H 0.8594 -4.7001 0.6655 -0.1 0.1 -0.2
H -3.3648 4.0414 -2.0099 0.6 0.2 -0.9
H 1.5415 0.8456 -0.5858 0.2 -0.3 -1.4
C 6.6691 -4.3319 -2.6098 -0.1 -0.2 0.2
H 6.9773 2.3997 7.0230 0.0 0.0 -0.1
H 5.5432 2.7217 3.7659 0.0 -0.1 0.1
N -1.5968 0.4199 -1.2879 -0.5 4.5 3.2
H -2.9056 3.3319 -6.9661 0.0 0.0 0.1
O 7.3567 -2.1881 -1.7587 0.1 0.0 0.3
N -2.3778 1.9856 0.3294 3.5 -2.1 -4.8
C -1.5222 -0.8126 -2.1099 0.8 -1.2 -0.7
O 5.5307 1.7974 4.0471 -0.1 -0.1 0.1
O 3.5738 -0.8720 -0.9493 1.2 2.0 -0.3
H -4.5411 1.2721 6.8272 0.0 0.0 -0.1
C 1.5162 -4.9368 -0.1760 0.6 -0.4 -0.4
H 8.4322 -3.8934 -1.4593 -0.1 0.2 0.1
O -7.2094 0.6691 -0.0258 0.6 0.2 1.2
H 4.3533 3.5308 5.7166 0.1 0.0 0.1
O -5.8864 0.6729 3.8024 0.2 -0.2 -0.1
H 1.4838 -7.0801 0.1575 0.0 0.0 -0.1
O -2.5385 4.5171 -2.2601 -0.4 0.0 3.2
H -6.6016 -1.7088 -0.7842 0.7 0.3 1.0
C 4.0631 0.2149 -1.2636 -0.7 -1.5 0.1
H 3.4592 2.0186 5.7003 0.1 0.0 0.1
P -2.0306 5.2352 -0.8051 -0.1 2.9 -1.6
H 5.8500 0.2833 2.4497 -1.2 0.0 -1.2
H -2.8469 0.2091 -6.6273 -0.1 0.1 0.0
H -0.6478 2.3397 -6.4917 0.0 -0.1 0.2
H 6.0345 -4.4944 -1.7348 0.1 0.0 0.0
H 3.6397 -4.9253 -0.6067 -0.1 -0.1 0.0
H -1.1362 -2.9787 -2.0536 -0.1 1.3 0.8
C -1.5553 1.8690 -6.1065 -0.7 -0.1 -0.2
C -5.8770 0.6578 5.2321 0.0 0.7 0.2
H 8.1728 -2.6794 -4.2620 -0.1 -0.1 0.0
C 8.7313 -3.1823 -3.4662 0.3 0.0 0.0
C 0.4995 1.7909 -2.2990 -0.4 -1.8 0.9
N -3.1061 2.5859 1.3533 1.4 -1.7 2.1
H -3.5661 2.4661 -5.5631 0.0 -0.1 -0.1
C 1.2621 -6.3636 -0.6365 -0.3 -0.1 0.0
C -6.3493 -0.1101 0.8324 0.0 -0.7 -0.2
C -2.4208 2.4932 2.4570 -0.7 2.8 0.0
C -0.7720 4.0487 0.0050 -1.6 -0.9 -0.6
H 3.2392 -5.4055 1.0557 0.0 0.0 -0.1
H -5.9246 -0.3877 5.5453 0.0 0.0 -0.3
H 7.0106 -5.3018 -2.9791 -0.1 0.0 0.0
C 3.1006 1.1855 -2.1029 0.5 -0.2 0.0
C -2.4957 0.7363 -0.2760 -1.6 -0.8 0.9
C 7.8442 -3.4330 -2.2570 -0.3 0.1 -0.6
O -1.2479 1.3549 -4.8067 0.2 -0.1 0.2
H -0.8485 4.2584 1.1150 0.4 -0.3 -1.3
H 9.5642 -2.5267 -3.2013 0.0 -0.1 0.0
H 5.8088 -1.2962 0.1052 -0.2 1.6 -0.1
C 6.8908 2.4198 5.9343 0.2 -0.2 0.0
H 0.8576 2.8600 -2.3254 -0.6 -1.2 0.1
O -1.4459 6.5757 -1.1091 -0.6 -2.3 0.9
H -4.8156 -3.2768 1.0119 -0.1 1.5 -0.3
H -4.2524 -3.1667 -1.4458 0.6 1.1 0.8
C 4.3830 2.4880 6.0481 -0.2 -0.2 0.1
H 1.7698 -4.2320 -1.9820 0.0 0.0 0.2
H -6.9684 -2.2124 0.9172 0.8 0.7 -1.0
H -2.4649 -0.9181 -2.7207 0.9 0.3 0.8
C -4.7949 -2.2367 0.5539 0.4 0.4 -1.2
C -1.2407 -2.1361 -1.2929 -0.2 -0.6 0.3
H 1.3291 -0.2758 -2.0236 0.7 1.1 0.3
H -8.0136 0.9502 5.3751 0.1 0.0 0.1
C 5.0786 0.2546 1.6148 0.2 -0.6 -0.5
C -7.6704 1.8578 0.6487 -0.6 0.3 0.1
H -7.1671 2.0310 1.6597 -0.6 -0.4 -1.3
H -2.2477 -3.6759 -0.0807 -0.2 1.5 -0.1
H -5.8445 1.5945 3.5148 -0.1 -0.1 0.1
H 7.7522 1.9023 5.5056 -0.1 0.0 0.1
O -1.9049 2.8291 3.4421 -0.9 -1.6 -1.6
C -7.0945 1.4036 5.7539 -0.2 -0.1 0.0
C -6.2315 -1.6166 0.2778 -0.5 -0.1 1.4
C -1.9642 0.7246 -7.0195 0.2 -0.2 -0.1
H 6.9468 3.4602 5.5989 -0.1 0.0 0.1
H 4.2745 -0.4992 1.9038 0.9 1.1 -0.5
H -0.2490 -2.1309 -0.7296 -1.2 0.3 -1.0
H 4.6198 1.2886 1.5210 0.6 -1.2 0.1
H -8.7941 1.7244 0.8060 1.5 0.5 -0.1
H 1.8773 -6.6071 -1.5082 0.1 0.0 0.1
H 0.2195 -6.4893 -0.9398 0.0 0.0 0.1
O -3.4283 5.4025 0.1515 1.8 -1.9 -1.9
H 9.1348 -4.1176 -3.8610 0.0 0.1 0.0
C -2.3830 -2.5571 -0.2678 -0.1 -0.3 -0.8
H -4.0483 -1.3525 -1.3245 0.4 -1.0 0.4
H -7.0904 2.4440 5.4130 0.1 0.0 0.1
H -4.4965 2.3208 5.3946 -0.2 0.0 0.1
H -7.4660 2.7750 0.0112 -0.3 -1.1 0.6
C -1.2544 2.5891 -0.3506 1.4 -1.6 -1.1
H 0.1982 1.4191 -3.3227 0.3 0.9 1.1
H -5.3465 0.4243 0.8817 -0.7 -0.7 -0.1
H 6.0400 -3.8681 -3.3763 0.1 0.0 -0.1
H -3.7194 0.7450 5.3446 -0.1 -0.1 0.1
C 1.6189 0.7717 -1.7224 -0.3 1.2 0.7
O 5.3588 0.5685 -0.9070 -2.2 -0.1 -0.3
H 5.5804 0.7221 5.7792 0.0 0.0 -0.2
H 3.2877 2.2834 -1.8573 -0.2 -1.5 -0.3
H -4.2509 -1.5043 1.2403 -0.7 -1.2 -0.5
C -2.6596 2.9072 -5.9907 0.1 0.3 0.1
H -1.1660 -0.0190 -7.0842 0.0 0.1 -0.1
C 5.5949 1.7713 5.4736 0.1 0.8 0.1
H -2.2455 -2.0334 0.7250 -0.1 -0.5 -1.1
H -2.3563 3.7176 -5.3230 0.0 0.0 -0.1
O 1.1940 -4.0311 -1.2327 -0.3 0.2 0.0
H 3.2830 1.0276 -3.2195 -0.1 0.2 1.5
H 4.3944 2.4698 7.1403 0.0 0.0 -0.1
C 2.9663 -4.7376 0.2354 0.0 0.2 0.2
H -7.1249 1.3949 6.8455 0.0 0.0 -0.1
C -3.8729 -2.3257 -0.7739 -0.6 -0.1 1.2
C -0.7518 1.6077 -1.3351 -0.6 2.2 1.0
H 6.9211 0.0885 0.4327 -1.5 0.0 -0.9
H 0.2446 4.3054 -0.4198 -1.3 -0.4 0.5
H -0.6564 -0.6819 -2.8366 -1.2 0.1 1.0
H -3.3233 0.0928 0.1269 1.1 0.4 -0.8
H 3.1370 -3.7058 0.5529 0.0 -0.1 0.0
H -6.7410 -0.1396 1.9026 0.5 0.0 -1.5
H 6.8346 -1.7716 -2.4567 0.1 -0.1 0.1
C -4.5863 1.2841 5.7362 0.2 -0.2 0.0
```
Forces are in eV/Å.

Its HOMO-LUMO gap is 8.0 eV. The HOMO energy is -0.428 Eh. As for the net charge: +1.

=====

Density functional theory data (ωB97M-V/def2-TZVPD) for a structure of composition C4H13N.

Geometry as XYZ:
```
18
Properties=species:S:1:pos:R:3:forces:R:3
C 1.9572 -0.6298 -0.0656 0.2 0.0 0.0
N -1.7770 0.0284 -0.3056 -0.2 -1.2 -0.5
H -2.6461 -1.8120 0.3041 0.0 0.1 -0.1
H -0.5359 0.0368 0.1875 3.5 0.7 -0.3
C 1.2504 1.5228 1.0281 0.1 0.1 0.0
C 0.9559 0.5213 -0.0869 -1.4 -0.8 1.1
H -2.3692 0.6277 0.2814 0.6 0.3 -1.2
H 0.5623 2.3741 0.9805 0.1 0.0 0.1
H 1.0861 1.0477 -1.0432 -0.3 0.0 -0.1
H 2.2750 1.9290 0.9788 -0.1 0.0 0.0
H 1.1334 1.0645 2.0182 0.0 0.0 -0.1
H -1.7142 -1.8522 -1.2078 -0.2 0.0 0.1
H 3.0039 -0.2798 -0.0804 -0.1 0.0 0.0
H 1.8537 -1.2446 0.8372 0.0 0.0 -0.1
H -3.3372 -1.1058 -1.1770 0.0 -0.3 -0.1
H 1.8547 -1.2777 -0.9436 -0.1 -0.1 0.2
C -2.4187 -1.2663 -0.6128 0.1 0.4 0.0
H -1.1345 0.3159 -1.0928 -2.0 0.8 1.0
```
Forces are in eV/Å.

Its HOMO-LUMO gap is 7.8 eV. The HOMO energy is -0.257 Eh.

=====

Density functional theory data (ωB97M-V/def2-TZVPD) for a structure of composition C34H31Cl2HfN9O3.

Geometry as XYZ:
```
80
Properties=species:S:1:pos:R:3:forces:R:3
C -1.7942 2.9268 1.3580 0.1 -0.1 -0.1
O 4.5878 0.8192 -0.5376 0.1 -0.1 -0.1
C -2.8653 2.7739 3.4793 0.0 0.0 0.0
H -5.1477 0.3756 -0.3284 0.0 0.0 0.0
C -4.2054 0.3793 -0.8737 0.0 -0.1 0.0
H -1.5322 -2.5300 2.3441 0.0 0.0 0.0
C 3.6890 -1.9520 3.6794 0.0 0.0 0.1
Cl 6.0504 -2.7798 2.6222 0.0 0.0 0.0
H -4.4171 0.3828 -1.9425 0.0 0.0 0.0
H -3.6361 1.2644 -0.6156 0.0 0.0 0.0
H -3.6147 3.1018 4.1882 0.0 0.0 0.0
H -0.2769 -5.3801 -2.2333 0.0 0.1 0.0
C 0.0668 -2.0812 -1.3456 -0.1 -0.1 0.2
C 0.3299 -4.2701 1.0127 0.0 -0.1 -0.1
C 0.7975 2.8336 -4.4745 0.0 0.0 0.0
C 1.0957 1.9877 -3.4175 0.2 0.0 0.0
H 3.7440 5.4174 -1.7614 0.0 0.0 0.0
H -3.4582 -2.9301 -0.7473 0.0 0.0 0.0
C 2.9528 -0.6572 1.3450 0.2 0.4 -0.2
C 4.1705 -1.3046 1.4117 0.0 -0.1 -0.2
C -1.3492 1.7839 -4.7233 0.0 0.0 0.0
C 1.8253 4.8887 -0.9492 0.1 0.1 0.0
C 1.0715 3.8618 -0.4260 0.0 -0.2 0.0
C -0.4259 2.7423 -5.1228 0.0 0.0 0.0
H -0.1042 -6.1141 -0.0401 0.0 0.0 0.0
C -1.0521 0.9302 -3.6741 -0.2 -0.1 0.1
C 4.5361 -1.9662 2.5787 0.1 0.0 0.0
C 0.6677 -2.7867 0.9299 0.0 0.0 -0.1
C 3.1266 4.6281 -1.3520 0.0 0.0 0.0
C 2.8200 2.3690 -0.6710 -0.1 -0.1 0.2
N 2.5049 0.1573 0.2512 1.0 -0.1 0.3
C 3.6306 3.3450 -1.2028 0.1 0.1 -0.1
C 0.0141 -3.2823 -1.9692 0.1 -0.1 -0.1
C -2.1483 -2.6306 1.4509 0.0 0.1 0.0
C 0.0143 -5.0483 -0.2093 0.0 0.0 0.1
N 0.8911 0.0977 2.2462 0.2 -0.3 0.5
H -2.2976 1.6946 -5.2368 0.0 0.0 0.0
O -1.5283 0.3152 -0.2240 -0.6 0.0 -0.2
H 1.5349 3.5531 -4.8066 0.0 0.0 0.0
H -3.1102 -2.1769 1.6786 0.0 0.0 0.0
H 1.6774 -2.6711 0.5460 0.1 0.0 0.0
N -0.1250 -1.8425 0.0855 0.1 0.3 -0.4
N -0.9110 1.9721 1.6784 0.0 -0.1 0.2
N -3.4511 -0.8294 -0.5349 -0.2 -0.1 0.0
N 0.4309 0.1368 -1.9120 -0.2 -0.1 -0.7
H -3.4409 4.1577 1.9247 0.0 0.0 0.0
N -1.5682 -1.8814 0.3304 0.1 -0.3 0.0
H 4.8465 -1.2917 0.5701 0.0 0.0 0.0
O -0.2717 -0.4454 4.1815 0.0 -0.1 0.1
H 0.6762 -2.3989 1.9409 0.0 0.0 0.1
C -0.1042 -4.6278 -1.4734 -0.1 0.0 -0.1
Hf 0.5057 0.6783 0.2819 -1.3 1.0 0.6
H -0.4460 -4.4746 1.7502 0.0 0.0 0.0
H -4.5714 -2.0492 -1.7959 0.0 0.0 0.0
H 1.8209 -1.2910 4.4818 0.0 0.0 0.0
H 0.0623 4.0448 -0.0960 0.0 0.0 0.0
H -0.6534 3.4042 -5.9480 0.0 0.0 0.0
C -0.0948 0.2294 3.1937 0.3 0.1 -0.2
H -1.7606 0.1742 -3.3548 0.0 0.0 0.0
N 1.5431 2.6120 -0.2863 0.4 0.0 -0.2
H 1.3962 5.8780 -1.0266 0.0 0.0 0.0
C 2.4663 -1.2929 3.6172 -0.1 -0.1 0.0
H 2.0763 2.0226 -2.9648 0.0 0.0 0.0
H -2.3068 -3.6772 1.2100 0.0 0.0 0.0
C -4.1463 -2.0936 -0.7943 0.0 0.1 0.0
H -2.0325 1.2153 4.7406 0.0 0.0 0.0
H -1.7311 3.3430 0.3610 0.0 0.0 0.0
Cl 4.1149 -2.7445 5.1459 0.0 0.0 0.0
H 0.0718 -3.1827 -3.0475 0.0 0.0 0.0
C -2.7693 3.3665 2.2285 -0.1 0.0 0.0
C -1.9965 1.7424 3.7973 -0.1 0.0 0.1
H 4.6454 3.0779 -1.4652 0.0 0.0 0.0
C 2.0897 -0.6551 2.4487 -0.2 0.3 0.2
C -1.0394 1.3734 2.8759 0.1 0.0 -0.1
C 0.1665 1.0415 -3.0174 0.2 0.1 0.1
H -4.9556 -2.2408 -0.0800 0.0 0.0 0.0
H 1.2219 -4.7268 1.4582 0.0 0.0 0.0
N 0.1879 -1.0379 -2.2426 0.0 -0.5 -0.5
C -2.1947 -0.7592 -0.1423 0.1 -0.1 0.0
C 3.4133 1.0040 -0.3576 -0.2 -0.1 0.2
```
Forces are in eV/Å.

Its HOMO-LUMO gap is 5.9 eV. The HOMO energy is -0.467 Eh. As for the net charge: +2.

=====

> Which of these has the highest HOMO-LUMO gap?

C34H73N3O12P

=====

> The highest HOMO-LUMO gap belongs to which entry?

C34H73N3O12P

=====

> Which of these has the lowest HOMO-LUMO gap?

C34H31Cl2HfN9O3

=====

> The lowest HOMO-LUMO gap belongs to which entry?

C34H31Cl2HfN9O3